Entry 1:
Density functional theory data (the ωB97M-V functional and the def2-TZVPD basis) for a structure of composition C30H34F6N6O3STi at a distorted geometry.

Each line ends with the Löwdin charge.
Cartesian coordinates (Å):
Ti 0.302 0.218 0.054  0.96
O 0.065 -1.653 0.593  -0.26
N -0.570 -2.739 0.165  -0.17
C -0.187 -3.886 0.776  -0.02
C -0.743 -5.078 0.438  -0.07
C -1.727 -5.075 -0.567  -0.09
C -2.098 -3.910 -1.160  -0.09
C -1.524 -2.650 -0.809  -0.69
S -1.936 -1.173 -1.505  0.68
H 0.577 -3.741 1.523  0.14
H -0.417 -5.980 0.935  0.10
H -2.191 -6.005 -0.876  0.10
H -2.848 -3.891 -1.938  0.10
N -2.671 0.879 0.980  0.04
H -3.398 0.300 1.384  0.02
H -2.897 0.981 -0.003  -0.02
H -2.709 1.797 1.407  0.01
O 0.865 0.082 -1.647  -0.34
N 1.279 0.758 -2.629  0.04
C 1.647 -0.032 -3.617  -0.29
C 1.623 -1.472 -3.503  -0.19
N 1.610 -2.615 -3.404  0.17
C 2.129 0.620 -4.812  -0.19
N 2.512 1.138 -5.762  0.13
C 2.819 0.709 6.163  -0.06
C 1.862 0.612 4.999  -0.28
C 0.496 0.578 5.216  -0.04
C -0.365 0.502 4.118  -0.27
C -1.861 0.528 4.311  -0.05
C 0.159 0.445 2.847  -0.03
C 1.554 0.410 2.570  -0.24
C 2.378 0.537 3.704  -0.02
N 1.960 0.258 1.238  -0.04
C 3.375 -0.029 0.950  -0.43
C 4.287 1.174 1.273  -0.08
C 5.755 0.862 0.943  -0.28
C 5.890 0.598 -0.559  -0.12
C 5.000 -0.590 -0.934  -0.28
C 5.480 -1.836 -0.187  -0.12
C 5.343 -1.591 1.317  -0.29
C 6.199 -0.383 1.724  -0.12
C 3.873 -1.310 1.652  -0.08
C 3.546 -0.280 -0.554  -0.10
H 2.287 0.890 7.098  0.07
H 3.531 1.526 6.019  0.07
H 3.401 -0.209 6.282  0.07
H 0.094 0.620 6.225  0.10
H -2.144 0.084 5.268  0.07
H -2.371 -0.017 3.517  0.06
H -2.238 1.555 4.300  0.08
H -0.583 0.402 2.058  0.05
H 3.452 0.573 3.605  0.08
H 4.203 1.478 2.317  0.10
H 3.935 2.023 0.676  0.12
H 6.379 1.714 1.227  0.13
H 6.935 0.392 -0.821  0.11
H 5.583 1.487 -1.121  0.12
H 5.046 -0.763 -2.012  0.14
H 6.519 -2.062 -0.452  0.11
H 4.872 -2.699 -0.480  0.12
H 5.676 -2.474 1.869  0.13
H 7.257 -0.590 1.527  0.11
H 6.102 -0.203 2.802  0.12
H 3.752 -1.259 2.732  0.10
H 3.240 -2.135 1.304  0.13
H 2.896 -1.101 -0.871  0.11
H 3.230 0.614 -1.093  0.11
C 1.120 3.887 -0.714  0.03
C -0.155 3.364 -0.068  -0.42
O -0.025 2.042 0.228  -0.23
C -0.404 4.120 1.266  -0.55
F 0.709 4.149 2.007  0.16
F -1.352 3.576 2.031  0.15
F -0.763 5.401 1.021  0.14
C -1.362 3.595 -1.018  -0.55
F -2.540 3.636 -0.373  0.15
F -1.229 4.762 -1.681  0.14
F -1.448 2.625 -1.925  0.16
H 1.951 3.600 -0.077  0.09
H 1.102 4.970 -0.825  0.09
H 1.253 3.424 -1.691  0.09

Summary:
- molar mass (g/mol) = 720.6
- HOMO energy (spin up / spin down) (eV) = -4.25 / -4.46
- net charge = -1
- LUMO (spin up / spin down) (eV) = 2.5 / 2.5
- expectation value of S² = 0.77
- total energy (eV) = -97004.5795
- multiplicity = 2



Entry 2:
Density functional theory data (the ωB97M-V functional and the def2-TZVPD basis) for the molecule C30H34N4O2 at a distorted geometry.

Each line ends with the Löwdin charge.
Cartesian coordinates (Å):
O 1.103 -3.091 3.421  -0.05
C 0.058 -2.686 3.975  -0.69
O -0.237 -2.198 5.082  -0.02
C -1.199 -2.786 3.041  -0.18
C -2.534 -3.035 3.764  -0.07
C -3.245 -1.739 3.655  -0.15
C -2.486 -0.837 2.883  -0.13
C -2.985 0.437 2.610  0.00
C -4.251 0.777 3.113  -0.09
C -4.994 -0.122 3.894  -0.10
C -4.486 -1.392 4.172  -0.03
N -1.287 -1.441 2.518  0.02
C -0.254 -0.962 1.754  -0.07
C -0.179 0.251 1.133  -0.09
C -0.091 0.555 -0.340  -0.25
C -0.369 2.063 -0.604  -0.17
C -1.115 2.456 -1.718  -0.05
C -1.235 3.809 -2.036  -0.08
C -0.786 4.775 -1.135  -0.09
C -0.212 4.387 0.066  -0.08
C 0.055 3.033 0.310  -0.05
H -1.010 -3.516 2.244  0.13
H -3.073 -3.835 3.240  0.12
H -2.391 -3.356 4.801  0.13
H -2.395 1.127 2.016  0.08
H -4.671 1.757 2.894  0.09
H -5.971 0.170 4.284  0.10
H -5.033 -2.117 4.775  0.11
H 0.571 -1.683 1.692  0.11
H -0.312 1.119 1.779  0.08
H -0.885 -0.033 -0.855  0.14
H -1.626 1.689 -2.308  0.11
H -1.728 4.089 -2.965  0.11
H -0.891 5.826 -1.380  0.11
H 0.046 5.119 0.829  0.11
H 0.577 2.745 1.226  0.12
C 1.838 2.229 -4.046  0.00
N 1.274 1.238 -3.131  -0.06
C 0.252 0.362 -3.719  0.01
C 1.717 1.117 -1.887  -0.25
N 1.122 0.194 -1.024  -0.03
C 1.930 -0.972 -0.636  -0.10
C 1.392 -2.349 -0.977  -0.19
C 2.288 -3.243 -1.574  -0.05
C 1.952 -4.584 -1.742  -0.08
C 0.718 -5.059 -1.288  -0.08
C -0.188 -4.168 -0.714  -0.06
C 0.122 -2.803 -0.627  -0.04
N 2.753 1.888 -1.453  -0.13
C 2.607 3.353 -1.397  -0.05
C 3.885 1.355 -0.672  -0.02
H 2.893 2.386 -3.803  0.10
H 1.751 1.834 -5.062  0.10
H 1.289 3.182 -3.992  0.10
H 0.052 -0.500 -3.079  0.10
H -0.678 0.913 -3.898  0.09
H 0.615 0.009 -4.691  0.10
H 2.858 -0.879 -1.208  0.10
H 2.199 -0.887 0.434  0.14
H 3.261 -2.865 -1.898  0.11
H 2.665 -5.258 -2.213  0.10
H 0.463 -6.110 -1.392  0.10
H -1.144 -4.516 -0.323  0.11
H -0.620 -2.106 -0.242  0.10
H 1.612 3.647 -1.750  0.07
H 2.706 3.700 -0.356  0.10
H 3.386 3.822 -2.015  0.10
H 4.363 0.540 -1.236  0.09
H 4.608 2.172 -0.554  0.10
H 3.581 0.999 0.328  0.10

Summary:
- molar mass (g/mol) = 482.6
- HOMO energy (eV) = -6.21
- net charge = 0
- LUMO (eV) = -0.7
- total energy (eV) = -41712.4537
- multiplicity = 1



Entry 3:
Density functional theory data (the ωB97M-V functional and the def2-TZVPD basis) for a structure of composition C30H35AgGeN3O3S2 at a distorted geometry.

Each line ends with the Löwdin charge.
Cartesian coordinates (Å):
Ag 0.427 -0.228 0.055  0.68
C -1.321 -3.679 4.086  -0.08
O -1.917 -2.966 3.032  -0.12
C -2.174 -1.637 3.263  -0.22
C -2.530 -1.127 4.504  -0.03
C -2.808 0.226 4.630  -0.10
C -2.666 1.069 3.555  -0.06
C -2.262 0.589 2.299  -0.16
C -2.002 1.537 1.253  -0.11
N -1.439 1.245 0.124  -0.05
N -1.360 2.228 -0.780  0.01
C -0.275 2.276 -1.529  -0.51
O 0.800 1.674 -1.274  -0.12
C -0.334 3.222 -2.675  -0.15
C 0.787 3.368 -3.489  -0.03
C 0.768 4.246 -4.555  -0.10
C -0.365 5.001 -4.814  -0.12
C -1.482 4.868 -4.003  -0.10
C -1.468 3.986 -2.938  -0.04
C -2.069 -0.795 2.149  -0.26
O -1.732 -1.347 0.953  -0.28
H -0.911 -4.592 3.653  0.08
H -2.048 -3.944 4.864  0.09
H -0.511 -3.102 4.544  0.11
H -2.607 -1.775 5.364  0.10
H -3.129 0.618 5.586  0.10
H -2.840 2.129 3.671  0.10
H -2.273 2.578 1.454  0.12
H 1.665 2.783 -3.258  0.11
H 1.637 4.353 -5.191  0.09
H -0.378 5.699 -5.639  0.09
H -2.367 5.459 -4.206  0.09
H -2.322 3.874 -2.285  0.10
S 3.113 -0.594 -0.214  0.49
C 2.555 -2.157 -0.150  -1.22
N 1.349 -2.512 0.215  -0.06
C 1.203 -3.855 0.329  -0.33
C 0.074 -4.510 0.817  -0.05
C 0.087 -5.886 0.916  -0.11
C 1.199 -6.626 0.531  -0.12
C 2.337 -5.996 0.056  -0.12
C 2.337 -4.618 -0.035  -0.50
S 3.628 -3.549 -0.513  0.95
H -0.774 -3.926 1.134  0.08
H -0.780 -6.402 1.309  0.10
H 1.185 -7.704 0.625  0.09
H 3.213 -6.563 -0.223  0.10
C -2.525 -5.106 -3.901  -0.11
C -2.410 -5.560 -2.449  -0.27
C -2.989 -4.561 -1.446  -0.30
C -2.225 -3.242 -1.389  -0.27
Ge -3.071 -1.994 -0.069  1.00
C -4.322 -0.495 -0.607  -0.28
C -4.015 0.310 -1.866  -0.28
C -3.996 -0.505 -3.159  -0.27
C -5.258 -1.318 -3.417  -0.11
H -2.213 -5.906 -4.571  0.06
H -1.891 -4.246 -4.095  0.07
H -3.554 -4.843 -4.142  0.07
H -1.362 -5.739 -2.205  0.10
H -2.944 -6.508 -2.338  0.10
H -2.975 -5.017 -0.454  0.09
H -4.033 -4.360 -1.705  0.10
H -2.211 -2.779 -2.372  0.04
H -1.193 -3.411 -1.094  0.05
H -3.917 -2.809 0.941  0.02
H -4.322 0.184 0.251  0.06
H -5.326 -0.917 -0.670  0.05
H -3.041 0.789 -1.754  0.07
H -4.758 1.111 -1.957  0.11
H -3.141 -1.181 -3.133  0.08
H -3.840 0.181 -3.995  0.11
H -5.385 -2.081 -2.654  0.05
H -5.189 -1.816 -4.382  0.06
H -6.137 -0.678 -3.424  0.07

Summary:
- molar mass (g/mol) = 730.2
- HOMO energy (eV) = -4.36
- net charge = -1
- LUMO (eV) = 2.6
- total energy (eV) = -124478.7858
- multiplicity = 1



Q: What is the multiplicity in the third record?
A: 1